Entry 1:
C8H20ClEuNO6PS | ωB97M-V/def2-TZVPD

Element x y z (Å)
C 0.3625 -2.0525 -3.8351
C -0.0086 -1.3327 -2.5868
O 1.1130 -0.6361 -2.0705
C -1.2135 -0.4192 -2.8501
N -1.2349 0.8756 -2.1438
C -2.2861 0.9594 -1.1131
C -2.0296 0.1259 0.1260
O -1.4232 0.8662 1.1860
P -0.3765 0.1097 2.2909
Cl -1.6810 -1.6135 2.6399
C 0.7864 1.6754 2.0919
C 1.2448 1.7235 0.6992
O 2.2599 1.2074 0.3470
O 0.4178 2.4439 -0.2433
S 1.1847 -0.6504 3.8271
C 2.5770 -1.3065 2.9844
O 0.6053 -1.7906 4.4794
O 1.5652 0.3995 4.7279
H -0.4888 -2.3057 -4.4294
H 0.8606 -2.9673 -3.6050
H 1.0394 -1.4652 -4.4176
H -0.2528 -2.0198 -1.8085
H 1.4728 -0.0883 -2.7714
H -1.2211 -0.1981 -3.8950
H -2.1090 -0.9572 -2.6203
H -1.4817 1.5570 -2.8483
H -3.2353 0.6553 -1.5087
H -2.3971 1.9886 -0.8332
H -1.4076 -0.7095 -0.1339
H -2.9806 -0.2134 0.4750
H -0.9670 0.7369 3.3953
H 0.3417 -0.5995 1.2968
H 1.6850 1.7143 2.6720
H 0.1322 2.4808 2.3744
H 0.4942 2.0360 -1.1449
H 2.9719 -2.0636 3.6174
H 2.2224 -1.7763 2.0937
H 3.2885 -0.5446 2.7483
Eu 0.1690 4.1548 0.7865

Summary:
lowest unoccupied orbital energy (spin up / spin down)	-6.04 / -5.89	eV
<S²>	15.7597
net charge	+1
multiplicity	8
HOMO-LUMO gap (spin up / spin down)	0.1712 / 0.1769	hartree

Entry 2:
C8H20F6KO4P | ωB97M-V/def2-TZVPD

Element x y z (Å)
K 0.6616 -1.5557 -0.6292
P 3.9634 -0.5000 0.6304
F 3.5025 -2.0777 0.4866
F 2.5054 -0.2300 1.2528
F 4.5856 -0.8485 2.0743
F 4.3897 1.0532 0.8640
F 5.3822 -0.8178 -0.0752
F 3.3764 -0.1290 -0.8438
C -2.3568 -3.3082 -2.5167
O -2.0946 -2.6160 -1.3075
C -2.2855 -3.4845 -0.1821
C -2.2201 -2.8210 1.1801
O -0.9391 -2.2527 1.3331
C -0.7138 -1.7652 2.6576
H -1.6002 -4.0668 -2.7325
H -2.3749 -2.5663 -3.3136
H -3.3640 -3.7335 -2.4679
H -1.4854 -4.2276 -0.2765
H -3.2492 -4.0003 -0.2482
H -2.4056 -3.5914 1.9354
H -2.9949 -2.0493 1.2653
H -1.5407 -1.1120 2.9512
H 0.2724 -1.3152 2.7101
H -0.7450 -2.6023 3.3682
C -0.4171 1.7179 -2.0291
O 0.5383 1.2911 -1.0790
C 1.1702 2.3606 -0.3904
C 0.2654 3.0308 0.6182
O -0.7326 3.9037 0.1457
C -0.3629 5.2591 -0.0080
H -1.3005 2.2078 -1.6121
H -0.8615 0.8602 -2.5501
H 0.1150 2.3075 -2.7817
H 1.5800 3.0940 -1.0921
H 1.9833 1.8906 0.1597
H 0.8470 3.5513 1.3997
H -0.2531 2.3142 1.2672
H -1.1219 5.7654 -0.5999
H 0.5802 5.3605 -0.5545
H -0.2994 5.7030 0.9902

Summary:
lowest unoccupied orbital energy	-0.24	eV
energy relative to the best compared isomer or geometry (same formula, charge and spin)	8.09	kcal/mol
net charge	0
HOMO-LUMO gap	0.3443	hartree

Entry 3:
C8H20F6O9V | ωB97M-V/def2-TZVPD

Element x y z (Å)
O -4.5216 7.1537 20.3320
V -5.5709 7.3246 21.4761
C -3.7292 10.1108 21.7944
O -2.8913 8.9471 21.7292
O -5.0502 9.6191 21.7820
C -3.2551 11.1115 22.9344
F -1.9420 11.2612 22.9227
F -3.8358 12.2901 22.7961
F -3.4758 10.5881 24.1547
C -1.5796 8.9874 21.1417
C -0.9656 7.5601 21.3137
H 0.1094 7.5469 21.1341
H -1.1665 7.1508 22.3038
H -1.4564 6.9180 20.5823
H -0.8560 9.6894 21.5559
H -1.7270 9.1165 20.0695
H -3.6576 10.4729 20.7688
C -4.1888 4.5727 23.2239
O -4.3379 4.2783 24.6623
O -4.6011 5.8653 23.0197
C -2.7134 3.9892 22.8830
F -1.7231 4.7582 23.4564
F -2.5199 2.6503 23.1187
F -2.5498 4.0506 21.4897
C -3.4773 4.8501 25.7108
C -4.1472 4.7295 27.1131
H -4.6158 3.7464 27.1592
H -3.3767 4.8234 27.8782
H -4.8748 5.5340 27.2211
H -3.0676 5.8285 25.4594
H -2.5956 4.2294 25.8705
H -5.0027 3.9760 22.8119
O -7.1283 7.4798 22.9405
H -8.0846 7.4702 22.9815
H -6.8538 7.7749 23.8087
O -6.8272 8.4873 19.9958
H -6.9818 8.4092 19.0544
H -6.5771 9.4024 20.1229
O -6.5397 5.4928 20.7334
H -7.0648 5.2200 19.9810
H -6.7914 4.8898 21.4330
O -4.7700 8.7010 17.8808
H -3.9727 8.2427 17.6154
H -4.4958 9.6102 18.0001

Summary:
lowest unoccupied orbital energy (spin up / spin down)	-4.28 / -7.70	eV
<S²>	2.0421
net charge	+1
multiplicity	3
HOMO-LUMO gap (spin up / spin down)	0.2722 / 0.1461	hartree

Entry 4:
C8H20IN2 | ωB97M-V/def2-TZVPD

Element x y z (Å)
C 2.9373 -1.9847 0.6974
C -0.5622 1.5803 2.1659
C -2.1236 1.7306 0.3680
C -2.1666 -0.7632 -0.9097
C 0.1803 -1.1568 -1.8638
C 1.5444 -1.4871 1.0788
C 1.2605 -0.0884 0.4491
C -0.2301 0.2497 0.1056
N -0.9994 1.0230 0.9227
N -0.7746 -0.4152 -0.8608
I -0.2091 2.7425 -3.0775
H 2.9984 -2.0331 -0.2965
H 3.1560 -2.9290 1.1822
H 3.6741 -1.2703 1.1597
H -0.5059 0.8504 2.9804
H 0.4145 1.9444 2.0735
H -1.1770 2.2583 2.7123
H -1.9157 2.8133 0.5430
H -2.2720 1.6407 -0.6665
H -3.1418 1.3927 0.7573
H -2.5603 -0.7984 0.0319
H -2.5828 -0.0150 -1.5618
H -2.2993 -1.7590 -1.3962
H 0.5259 -0.4457 -2.6418
H 1.0344 -1.5553 -1.3711
H -0.3887 -2.0291 -2.3298
H 0.7991 -2.2335 0.7930
H 1.4325 -1.5067 2.2038
H 1.4753 0.6995 1.2464
H 2.0081 0.0833 -0.2967
H 0.4685 3.4618 -4.1989

Summary:
lowest unoccupied orbital energy	-2.91	eV
energy relative to the best compared isomer or geometry (same formula, charge and spin)	43.71	kcal/mol
net charge	+1
HOMO-LUMO gap	0.3753	hartree

Entry 5:
C8H20KO9 | ωB97M-V/def2-TZVPD

Element x y z (Å)
K -0.5997 -0.1544 -0.0557
O 1.5123 2.9113 -0.8450
C 0.8237 1.8638 -1.2194
O 1.3997 1.0517 -1.9219
O -0.3348 1.7100 -0.8479
H 2.3574 2.6011 -1.1785
O -1.2406 -1.9239 -0.4085
C -1.7042 -2.2366 0.8224
O -1.2836 -1.7113 1.8644
O -2.7092 -2.9425 0.7803
H -1.8949 -2.5650 -0.6955
C -0.4664 1.0407 2.7548
C -1.5392 1.7743 2.0501
O -2.1049 0.8196 1.0757
H -0.9269 0.1839 3.2467
H 0.0076 1.7228 3.4606
H 0.2256 0.6183 2.0262
H -1.1875 2.7157 1.6280
H -2.3677 2.0467 2.7039
H -2.8146 1.2599 0.6023
C 2.1610 0.7067 1.0877
C 2.0111 -0.7576 1.4348
O 0.6664 -1.1174 1.1740
H 1.6291 1.3228 1.8126
H 1.7988 0.9064 0.0792
H 3.2160 0.9793 1.1155
H 2.1928 -1.0376 2.4725
H 2.5982 -1.4755 0.8621
H 0.4533 -1.8745 1.7245
C -0.6439 -1.8426 -3.3202
C 0.0716 -0.5189 -3.2275
O -0.0683 -0.0364 -1.9259
H -0.3321 -2.4754 -2.4893
H -0.4522 -2.3436 -4.2690
H -1.6866 -1.5660 -3.1644
H -0.3573 0.1671 -3.9579
H 1.1393 -0.5866 -3.4359
H 0.4507 0.7637 -1.8160

Summary:
lowest unoccupied orbital energy	2.51	eV
energy relative to the best compared isomer or geometry (same formula, charge and spin)	371.91	kcal/mol
net charge	-1
HOMO-LUMO gap	0.2548	hartree

Entry 6:
C8H20MnN6O4 | ωB97M-V/def2-TZVPD

Element x y z (Å)
Mn 2.7015 0.0560 0.0422
N 1.2970 1.5302 -0.2661
C -0.0389 0.9096 -0.6069
C -1.2353 1.7534 -0.1405
C -2.4417 1.7471 -1.0930
C -3.3392 0.5099 -1.1153
N -4.2379 0.4939 0.0427
C -5.2574 -0.3620 0.1864
N -6.1246 -0.2054 1.1805
N -5.4059 -1.3728 -0.6636
C -0.0199 -0.4895 -0.0344
O -0.9511 -1.2019 0.1097
O 1.2618 -0.9477 0.2272
H 1.2026 2.0464 0.6151
H 1.5333 2.2361 -0.9653
H -0.0515 0.8089 -1.6977
H -0.9005 2.7923 -0.0784
H -1.5147 1.4540 0.8725
H -2.0902 1.9277 -2.1113
H -3.0552 2.6181 -0.8529
H -2.7482 -0.4087 -1.1211
H -3.9416 0.5518 -2.0257
H -4.1867 1.2569 0.6991
H -6.0995 0.6022 1.7810
H -6.8668 -0.8683 1.3395
H -4.7307 -1.5570 -1.3845
H -6.1934 -1.9982 -0.5994
C 5.5882 -2.9990 2.0209
O 5.9947 -1.8874 1.1149
C 5.1302 -1.0995 0.6356
O 3.8772 -1.1576 0.8805
N 5.5813 -0.1315 -0.1873
N 4.6158 0.7414 -0.7366
H 6.4972 -3.5778 2.1281
H 4.7989 -3.5613 1.5333
H 5.2741 -2.5542 2.9596
H 6.5612 -0.0329 -0.4311
H 4.6493 0.6718 -1.7590
H 4.8666 1.7053 -0.4988

Summary:
lowest unoccupied orbital energy (spin up / spin down)	-11.98 / -11.46	eV
<S²>	6.0709
energy relative to the best compared isomer or geometry (same formula, charge and spin)	0.00	kcal/mol
net charge	+3
multiplicity	5
HOMO-LUMO gap (spin up / spin down)	0.2396 / 0.2590	hartree

Entry 7:
C8H20N2 | ωB97M-V/def2-TZVPD

Element x y z (Å)
C 2.5013 0.3726 1.5054
C 2.1314 0.5502 0.0496
C 0.3522 0.5521 -0.4827
C 0.4839 0.6083 -2.0044
C -0.2269 1.8507 0.0881
C -0.1965 -0.7069 0.1121
N 0.3740 -1.9260 -0.3113
N -0.3274 -0.8114 1.5053
C -1.9130 -0.5703 -0.6750
C -2.9881 -0.8867 0.3490
H 2.4232 -0.6745 1.8140
H 1.8916 0.9985 2.1659
H 3.5457 0.6593 1.6890
H 2.4798 1.5267 -0.3026
H 2.6416 -0.1992 -0.5623
H 1.4958 0.6997 -2.4109
H -0.0089 1.4718 -2.4594
H 0.1087 -0.2125 -2.6218
H -0.5776 1.8040 1.1206
H -1.0870 2.1884 -0.4953
H 0.5062 2.6628 0.0457
H -0.1202 -2.7109 0.0998
H 0.3526 -2.0261 -1.3183
H -0.3146 0.0750 1.9889
H 0.3714 -1.4287 1.8990
H -2.1707 0.3621 -1.1800
H -1.9059 -1.3294 -1.4651
H -3.9791 -0.9702 -0.1167
H -3.0517 -0.0979 1.1072
H -2.7918 -1.8312 0.8660

Summary:
lowest unoccupied orbital energy	0.89	eV
energy relative to the best compared isomer or geometry (same formula, charge and spin)	45.41	kcal/mol
net charge	0
HOMO-LUMO gap	0.3181	hartree
structure (SMILES)	CCC(C)(C)C(N)(N)CC

Entry 8:
C8H20N2O20S3V2 | ωB97M-V/def2-TZVPD

Element x y z (Å)
O 24.6317 -10.9991 6.7521
V 24.2628 -10.4894 8.3054
O 22.6870 -10.6520 8.5083
O 27.2775 -11.1578 12.4905
V 26.2962 -10.1054 11.9309
O 25.3323 -9.5093 13.1483
N 25.0025 -7.5819 9.7140
O 24.1105 -8.1632 9.0624
O 25.2702 -7.9859 10.8758
O 25.5278 -6.6509 9.1177
N 27.4362 -9.2565 8.8925
O 27.5354 -9.5956 10.0510
O 28.0431 -8.3385 8.3429
O 26.7858 -10.0606 8.1619
C 22.0087 -8.2699 11.7620
C 20.6070 -8.5705 11.3756
O 19.8136 -7.5853 11.9780
S 20.5420 -6.4688 12.9301
O 19.9490 -6.3465 14.2537
O 20.9992 -5.2720 12.2110
O 21.8180 -7.6045 12.9832
H 22.6433 -7.7229 11.0647
H 22.5608 -9.1862 11.9707
H 20.3290 -9.5870 11.6540
H 20.4677 -8.3343 10.3207
O 28.5074 -6.3370 11.2274
S 28.5480 -7.1638 12.4242
O 27.6079 -8.2419 12.6249
O 30.0606 -7.6022 12.7786
C 30.4710 -8.7566 12.0115
C 31.7611 -9.1691 12.6808
C 28.1618 -6.1137 13.8635
H 30.6469 -8.5275 10.9604
H 29.6947 -9.5179 12.0879
H 32.6390 -8.5486 12.5011
H 32.0454 -10.2214 12.6817
H 31.6941 -9.1421 13.7684
H 29.1346 -5.9243 14.3174
H 27.4488 -6.6596 14.4812
H 27.6302 -5.2159 13.5483
O 25.8645 -2.0345 11.7898
S 25.5358 -3.4585 11.6750
O 26.5169 -4.4448 11.3780
O 24.9006 -3.8974 13.1682
C 24.4006 -5.2658 13.2911
C 24.4485 -5.6421 14.7419
C 24.0354 -3.7847 10.7012
H 25.0031 -6.0199 12.7846
H 23.3678 -5.3943 12.9672
H 24.0728 -6.6640 14.7925
H 23.7589 -4.9808 15.2665
H 25.4389 -5.4623 15.1600
H 23.3632 -2.9707 10.9728
H 23.6199 -4.7652 10.9334
H 24.2475 -3.6156 9.6455

Summary:
lowest unoccupied orbital energy	-4.06	eV
energy relative to the best compared isomer or geometry (same formula, charge and spin)	39.35	kcal/mol
net charge	0
HOMO-LUMO gap	0.2444	hartree

How do the records compare in M? In the order shown, they have 476.71 364.30 425.17 271.17 299.34 319.22 144.26 662.33 g mol⁻¹.